# 1
69
Properties=species:S:1:pos:R:3:mulliken_charge:R:1 method="wB97M-V/def2-TZVPD" total_charge=+2 orbital_gap_ev=7.358
Zr 0.06545 0.12997 0.24940 0.9800
O -1.81084 -0.41629 -0.34581 -0.2813
O 0.92517 -0.16036 2.04211 -0.6154
N -0.54461 2.18176 -0.67858 0.9393
N 0.28999 -2.03984 -0.43414 0.2547
N 0.33120 0.17580 -2.17239 0.8987
N 2.37917 0.39698 -0.37521 0.1839
N -1.46725 0.90250 1.69807 0.5769
N -2.74434 1.03647 1.14601 -0.9313
C 0.11401 -3.02447 0.46071 -0.0813
C 3.98022 0.69636 -2.12615 -1.1728
C -0.22510 -4.30813 0.08872 -1.0037
C -0.87705 0.85480 -2.68754 -1.4725
C -1.11078 2.11673 -1.89692 0.8993
C -6.17836 1.29717 -1.32362 -0.7651
C -1.88089 3.14847 -2.39972 -1.1302
C -0.40813 -4.57629 -1.25961 -0.3551
C -2.04522 4.29512 -1.63886 -0.4559
C -5.36545 -0.61795 -2.53382 -0.7901
C -1.38556 1.24766 2.96297 0.9681
C -2.57751 1.79704 3.67788 -1.4432
C -0.22502 -3.56013 -2.18535 -1.0940
C -2.83562 0.32334 0.07886 0.4170
C -5.04111 1.28778 -0.53493 -0.5155
C 2.68009 0.66556 -1.65908 0.6633
C -1.42116 4.38209 -0.40000 -0.9956
C 3.39453 0.15072 0.46978 -0.1851
C -0.17747 1.06696 3.70229 -1.4221
C 4.71905 0.17814 0.08098 -0.9503
C 0.13332 -2.30115 -1.74105 1.0604
C 1.51853 0.97744 -2.55322 -1.1295
C -6.34060 0.34646 -2.32462 -0.4716
C 0.46991 -1.20213 -2.71589 -1.3677
C 5.02061 0.45648 -1.24146 -0.4157
C -4.05531 0.32407 -0.74759 0.5005
C 0.88759 0.34728 3.26985 0.8014
C -4.22301 -0.63025 -1.74813 -0.0962
C -0.69242 3.30202 0.04737 -0.4020
C 2.07572 0.04345 4.11915 -1.3981
H 2.96192 0.54293 3.72117 0.3125
H -0.76362 1.08903 -3.75100 0.8001
H 1.27226 2.03511 -2.45187 0.5525
H -0.35357 -3.74166 -3.24388 0.5259
H -7.23350 0.35509 -2.93516 0.4264
H -0.69126 -5.56734 -1.58793 0.4669
H -3.47282 -1.39844 -1.88928 0.4441
H -1.50698 5.26533 0.21589 0.5029
H -5.50187 -1.36765 -3.30160 0.4321
H -2.64438 5.11572 -2.01010 0.4909
H -4.90941 2.01977 0.25033 0.4962
H 4.17124 0.90820 -3.16945 0.5081
H -6.94377 2.04270 -1.15589 0.4389
H -1.73213 0.18895 -2.57209 0.3117
H 3.11230 -0.08889 1.48330 0.4308
H -2.33644 3.05036 -3.37582 0.5476
H -0.35428 -5.07142 0.84185 0.4653
H -0.22054 3.31339 1.02211 0.4748
H -0.11836 -1.30954 -3.62947 0.5091
H 2.26699 -1.03053 4.11407 0.3430
H 1.93021 0.37467 5.14369 0.4337
H -3.00214 2.63216 3.12146 0.3159
H -2.31410 2.10758 4.68445 0.4487
H -0.16141 1.43123 4.71830 0.3888
H 6.04681 0.47751 -1.58272 0.4582
H 1.77645 0.80754 -3.60197 0.5562
H 5.49213 -0.02679 0.80729 0.4847
H 1.51521 -1.34767 -3.00021 0.4638
H -3.35985 1.03855 3.72766 0.3166
H 0.24243 -2.75511 1.50200 0.4516


# 2
67
Properties=species:S:1:pos:R:3:mulliken_charge:R:1 method="wB97M-V/def2-TZVPD" total_charge=-1 orbital_gap_ev=5.291
S -0.72233 -1.62802 0.88707 1.6131
O -2.57791 3.46091 2.70477 -0.8790
O 0.70623 -1.44549 1.04119 -0.7672
O -1.55750 -1.31614 2.01669 -0.7436
O -3.39771 3.70805 0.04922 -0.4881
O 0.04176 2.63350 3.31706 -0.5466
N 5.92008 0.20984 -1.25550 0.0766
C -5.23246 0.46260 -1.42224 -0.6285
C 2.45225 0.71632 -2.41006 -0.9752
C 0.12880 -5.46566 -0.27681 -0.6385
C -2.62936 -0.55680 -0.84549 0.4728
C -4.08186 4.56044 1.00013 -0.8333
C 0.27216 0.77893 -1.09380 -0.9437
C 6.71772 0.01651 -2.45336 -0.9736
C -3.41715 0.08408 0.15152 -0.2731
C -1.21450 -0.88733 -0.62719 -0.9866
C 4.55996 0.27051 -1.26727 1.6179
C 1.71928 0.60743 -1.18630 0.4076
C -1.90310 -4.14586 1.12865 -0.2648
C -4.66050 0.64310 -0.15643 -0.4928
C -2.21421 3.14499 0.37763 -0.3490
C 0.32297 2.11417 1.01146 -0.6041
C -0.80965 2.11365 4.38170 -0.6000
C -3.23553 -0.72833 -2.12250 -0.4317
C 2.48154 0.27469 -0.04154 -0.4567
C -0.27668 1.77885 -0.22059 0.6618
C -1.48275 2.43267 -0.55897 -0.6133
C -1.79741 3.11235 1.77930 1.5824
C -4.52150 -0.25191 -2.38755 -0.5536
C -0.95294 -6.19199 0.23893 -0.3356
C -0.43348 2.63572 2.04250 0.1189
C 0.20226 -4.08175 -0.07187 -0.3631
C 3.82373 0.51751 -2.46320 -0.8016
C 3.84988 0.12704 -0.04997 -0.9766
C -1.96976 -5.53071 0.93660 -0.5804
C -0.81279 -3.41883 0.63831 -0.2096
C 6.65620 0.10258 -0.00338 -1.0168
H 0.92009 -5.97287 -0.83762 0.3581
H 1.05744 -3.52800 -0.45466 0.3854
H 1.89887 0.93880 -3.32087 0.4195
H 6.36973 0.90559 0.69446 0.3454
H -2.69489 -3.63792 1.67620 0.3889
H -1.72595 2.71768 4.41799 0.2472
H -1.88787 2.33762 -1.56286 0.3213
H -4.48344 3.95788 1.81799 0.2596
H 7.72173 0.19292 -0.24405 0.2601
H -1.03206 1.04773 4.19712 0.1496
H -0.19026 2.23647 5.27439 0.2546
H -4.98453 -0.43905 -3.36124 0.3528
H 6.72971 -1.04278 -2.77520 0.3012
H 4.35008 0.60483 -3.41414 0.1557
H -6.22505 0.85291 -1.62791 0.3723
H -2.66109 -1.26100 -2.89026 0.3522
H 7.74447 0.31324 -2.20468 0.3122
H -2.82165 -6.09002 1.32868 0.3572
H -0.29207 0.57793 -2.00354 0.5401
H 1.99100 0.06363 0.89683 0.6916
H -3.41858 5.34566 1.37578 0.3014
H -3.02171 0.14957 1.16270 0.3962
H 6.35300 0.63631 -3.28267 0.3071
H -1.00987 -7.26841 0.07484 0.3448
H 4.36346 -0.13290 0.88034 0.3443
H 1.35435 1.86700 1.24909 0.5350
H -0.76616 -1.54101 -1.37974 0.7418
H -4.89071 4.98764 0.40320 0.2938
H 6.49805 -0.86580 0.49916 0.3113
H -5.19982 1.18873 0.62194 0.3745


# 3
71
Properties=species:S:1:pos:R:3:mulliken_charge:R:1 method="wB97M-V/def2-TZVPD" total_charge=+1 orbital_gap_ev=6.469
Au 0.55350 0.94776 0.26488 1.0834
Br -0.55001 -2.11461 6.93858 -0.1668
Se 0.80861 3.44190 0.32410 -0.0516
O 0.75388 1.36645 2.20389 -0.7242
N -2.66692 0.01606 1.61482 -0.2297
N -3.50706 0.37833 2.51297 -0.6566
N 0.58607 0.25054 -1.66693 -0.2075
N 0.42032 -1.09955 0.64565 -0.4275
N -2.09738 1.09615 1.02924 0.0079
N -3.48738 1.71640 2.54090 0.8076
C -2.44388 3.95991 4.32417 -1.3187
C -0.29339 -1.59991 4.16169 -0.7540
C 0.35914 -3.23316 -0.61352 -0.3114
C -2.62985 2.13904 1.61589 -0.5319
C 0.73312 -0.97102 -4.13952 -0.4938
C -0.16008 5.64549 -3.02679 -0.9535
C 2.02750 4.78686 -3.41781 -0.8460
C 0.69552 0.97310 -2.75902 0.0633
C 0.59730 -1.77194 -2.98061 0.9424
C -2.96548 1.78507 5.48210 -1.0194
C 0.31338 0.23382 5.56483 -0.5082
C -0.14650 -1.08105 5.41529 -0.3439
C 0.41075 -3.89500 -1.86144 -0.9958
C 0.53260 -1.12461 -1.74233 0.2677
C 0.40869 -1.87157 -0.54568 0.4383
C -0.24049 4.99087 -1.80998 0.8479
C -4.32507 2.48076 3.47287 -1.2735
C 0.03573 -0.83552 3.01777 0.7115
C 0.78041 0.38642 -4.03278 -1.1094
C 3.25691 3.36062 -1.81015 -1.6680
C 0.86044 4.21458 -1.38583 0.3808
C -3.53593 2.95949 4.69361 0.9189
C -1.51779 5.12663 -1.02062 -1.4671
C 0.96145 5.55511 -3.84939 0.6048
C 0.60083 1.00589 4.46780 -0.4067
C -0.05264 -1.52529 1.76568 -0.4665
C 0.99751 6.29794 -5.15575 -1.5001
C 0.46617 0.50052 3.16313 0.5609
C 2.00834 4.11783 -2.19467 0.7037
C 0.53098 -3.18671 -3.02032 -0.8813
H -1.00188 6.24780 -3.35023 0.3748
H 0.93665 2.02801 4.57885 0.5368
H 0.43068 0.64822 6.55757 0.4744
H -2.00320 4.39561 5.22066 0.4340
H -2.82807 4.78257 3.71584 0.3674
H 0.79348 -1.45291 -5.10747 0.4506
H 0.12877 6.04962 -5.76680 0.3559
H -2.31816 1.16511 4.85793 -0.1082
H 3.20913 2.93661 -0.81086 0.2859
H 0.87913 1.02424 -4.89889 0.4740
H -4.27695 3.46992 5.31661 0.3097
H -5.13222 1.81194 3.76349 0.3446
H 3.45619 2.55592 -2.52193 0.3343
H -3.75277 1.14503 5.88263 0.3886
H 0.36871 -4.97471 -1.88492 0.4047
H 0.70743 2.04808 -2.62942 0.4844
H -4.75320 3.31211 2.91379 0.4760
H 0.58169 -3.68892 -3.97717 0.4251
H -1.63245 3.47412 3.77479 0.1006
H -2.09001 4.19536 -1.05605 0.2611
H 2.91614 4.71853 -4.03676 0.4141
H 0.97402 7.37514 -4.98360 0.3453
H -2.39345 3.17097 1.41981 0.6697
H -2.36568 2.14550 6.31860 0.4181
H -0.64897 -2.61421 4.03287 0.4925
H 4.11800 4.02871 -1.85184 0.4503
H -0.54793 -2.49523 1.78422 0.4425
H 0.29857 -3.82227 0.29203 0.4297
H 1.89570 6.06693 -5.72565 0.3654
H -1.35102 5.36764 0.02837 0.3463
H -2.13422 5.91062 -1.45601 0.4250


# 4
71
Properties=species:S:1:pos:R:3:mulliken_charge:R:1 method="wB97M-V/def2-TZVPD" total_charge=+2 orbital_gap_ev=5.668
Bi -1.71528 0.90620 1.34115 1.1753
O -1.18475 -0.80416 0.11221 -0.8282
O 3.63107 -1.76200 -1.36673 -0.5901
O -0.43314 2.81579 -0.18785 -0.4111
N -1.52453 -0.93270 2.66014 0.5006
N -2.03473 1.49837 3.66457 -0.0265
N 0.51481 1.07650 1.78929 0.3108
N -1.21748 -2.09987 2.04299 -1.0511
N 2.43432 0.12582 -1.90716 -0.0827
N 3.57965 -0.01744 0.11367 -0.0859
C 2.24593 -1.29104 -3.94300 -0.5283
C -2.42990 2.70008 4.10390 -0.1812
C -0.75073 3.59533 -1.08496 0.8520
C -0.26059 -5.36405 -1.62971 -0.4738
C -2.63450 1.87312 6.31796 -0.4946
C -1.31993 -2.03145 4.82944 -1.6319
C 2.73446 0.55947 1.03116 0.0521
C -0.81000 -3.14045 -0.07778 0.6652
C -1.95565 0.45806 4.51399 0.5369
C 2.36847 1.80817 3.05515 -0.9942
C -0.68595 -5.52498 -0.31539 -0.7092
C 3.23480 1.21369 2.16380 -0.5103
C 1.34480 0.49874 0.90093 -0.2471
C -1.58543 -0.85966 3.94539 0.8925
C 1.89309 -0.17437 -3.19518 0.5807
C 0.21636 4.63472 -1.55660 -1.2660
C 3.21593 -0.65965 -1.12006 0.2064
C 1.66548 -1.47975 -5.19274 -0.7252
C -2.24013 0.62365 5.85690 -0.6748
C 0.17511 -0.78042 -7.10955 -1.4875
C -0.95792 -4.41727 0.46309 -0.3324
C 1.00446 1.74683 2.84583 -0.3847
C -2.11790 3.56392 -1.70740 -1.2823
C 0.40569 0.52512 -4.95840 -0.9275
C -0.39377 -2.97977 -1.39895 -0.3874
C -1.07746 -1.95715 0.73271 0.5061
C -2.73914 2.93024 5.43041 -0.7415
C -0.11157 -4.09329 -2.16966 -0.7609
C 0.74593 -0.58319 -5.72783 0.6345
C 0.96717 0.72795 -3.70713 -0.2690
H -3.05393 3.91371 5.75614 0.4409
H 4.30604 1.26284 2.32550 0.4743
H -2.09354 3.86773 -2.75206 0.3869
H 1.94397 -2.35861 -5.76819 0.4369
H 2.95744 -2.00418 -3.55584 0.5349
H -2.23025 -2.33151 5.35680 0.4054
H -0.09225 5.60156 -1.14007 0.4024
H -2.16347 -0.21706 6.53431 0.4569
H 0.19310 4.73653 -2.64235 0.4002
H 2.74405 2.34256 3.91811 0.4573
H -0.80612 -6.51903 0.09646 0.4133
H 4.49722 -0.28006 0.42898 0.3065
H 0.68462 1.59899 -3.11625 0.3595
H 0.88917 -0.03290 0.07683 1.0835
H -2.74673 4.28896 -1.17737 0.3706
H -0.29294 -1.98570 -1.81944 0.5263
H -2.48036 3.49698 3.36895 0.4233
H 0.30765 2.22127 3.52096 0.4767
H -0.31935 1.23887 -5.34130 0.3644
H 2.30960 1.07695 -1.61198 0.1713
H -2.57407 2.57905 -1.62020 0.3019
H 0.84649 -0.34903 -7.85623 0.3105
H -1.29010 -4.53008 1.48649 0.4605
H -0.04396 -6.23525 -2.23654 0.4261
H -0.97216 -2.86818 4.23652 0.3563
H 1.22581 4.41670 -1.21110 0.3196
H 0.06004 -1.83850 -7.34874 0.3822
H 0.22252 -3.96998 -3.19279 0.4794
H -0.79394 -0.29275 -7.21851 0.3709
H -2.86627 2.01662 7.36654 0.4572
H -0.56532 -1.77563 5.57774 0.4164